No. 1
The following is a quantum chemistry calculation of a cluster of 2 separate species, C2H3N in total in a non-equilibrium geometry, from the Open Molecules 2025 dataset.

Cartesian coordinates (Å):
C: -0.1294 -0.5598 -0.2086
C: -0.1296 0.8294 0.0186
N: -1.3417 -0.3296 -0.2117
H: 1.6259 -2.7277 0.4139
H: -0.0702 1.3878 0.9000
H: 0.0451 1.3998 -0.9122

The value obtained for the LUMO energy (alpha / beta) is -1.26 / 0.33 eV. The orbital gap (alpha / beta) comes out at 9.56 / 9.71 eV. Its net charge is 0. The value obtained for the energy relative to the best compared isomer or geometry (same formula, charge and spin) is 660.3 kJ/mol. The HOMO energy (alpha / beta) is -10.81 / -9.37 eV.

No. 2
The following is a quantum chemistry calculation of a cluster of 7 separate species, C16H41F2N6O12S2 in total in a non-equilibrium geometry, from the Open Molecules 2025 dataset.

Cartesian coordinates (Å):
N: -0.7604 0.2082 1.8776
S: 0.6001 -0.1304 2.1644
O: 1.5667 0.9530 2.1821
O: 1.1143 -1.4541 1.8440
F: 0.3182 -0.2697 3.7191
S: -0.5562 -0.0870 0.1310
O: -0.7925 -1.4687 -0.3215
O: 0.5217 0.7278 -0.4841
F: -1.8496 0.6943 -0.4369
C: 1.0329 -4.3471 0.3960
C: 2.4593 -3.9184 -0.0353
O: 2.6229 -3.0673 -0.8781
N: 3.6342 -4.2025 0.8984
H: 4.0399 -3.2935 1.0689
H: 3.3051 -4.6666 1.7329
C: 4.6527 -5.0186 0.1148
H: 0.8930 -4.4316 1.4737
H: 0.6455 -5.2891 0.0079
H: 0.5065 -3.4386 0.1032
H: 4.2242 -5.9169 -0.3298
H: 5.4898 -5.2231 0.7823
H: 5.1201 -4.3479 -0.6062
C: -2.5679 -0.3373 -5.2188
C: -2.2501 0.3782 -3.9132
O: -1.1208 0.2532 -3.3716
N: -3.2353 1.4963 -3.5880
H: -3.8092 1.6289 -4.4085
H: -3.7910 1.0401 -2.8786
C: -2.5812 2.8192 -3.1084
H: -2.2504 0.1512 -6.1400
H: -3.5983 -0.6648 -5.3577
H: -2.2047 -1.3647 -5.2451
H: -1.8037 2.9524 -3.8606
H: -2.0754 2.4658 -2.2098
H: -3.3261 3.6111 -3.0307
C: 4.4671 2.2401 0.4649
C: 4.9692 1.3923 -0.7404
O: 5.9163 1.8054 -1.3883
N: 4.2313 0.0498 -0.9399
H: 4.8676 -0.6848 -1.2148
H: 3.8895 -0.2608 -0.0416
C: 3.2157 0.1310 -2.1525
H: 4.4607 1.5745 1.3280
H: 3.4212 2.4999 0.3016
H: 5.0794 3.1365 0.5625
H: 2.8797 -0.8011 -2.6069
H: 3.7246 0.6233 -2.9812
H: 2.3243 0.6362 -1.7807
C: -1.6500 -3.2976 3.2316
C: -2.9347 -2.4241 3.2736
O: -3.8992 -2.8425 3.9227
N: -2.9929 -1.0696 2.4519
H: -3.5269 -0.3809 2.9624
H: -2.0858 -0.6423 2.3302
C: -3.7824 -1.3906 1.1202
H: -1.8485 -4.1906 2.6390
H: -1.4319 -3.6059 4.2541
H: -0.7794 -3.0421 2.6276
H: -3.2351 -2.1626 0.5793
H: -3.8315 -0.5213 0.4645
H: -4.7936 -1.6051 1.4661
C: -3.6868 2.7804 1.4049
C: -2.2380 3.2945 1.4025
O: -1.8916 4.0384 0.4617
N: -1.3635 2.8108 2.4874
H: -2.0029 2.8110 3.2692
H: -1.1222 1.8547 2.2685
C: -0.1615 3.6992 2.7171
H: -4.2411 3.4063 0.7056
H: -4.1172 3.1945 2.3167
H: -3.8327 1.7015 1.3515
H: -0.4776 4.7037 2.9983
H: 0.3361 3.6998 1.7473
H: 0.5037 3.2310 3.4426
O: 0.3027 2.6381 -2.4978
C: 0.6407 3.7734 -1.9520
O: 1.6407 3.8154 -1.1799
O: -0.0690 4.7595 -2.1918
H: 0.9509 2.1792 -1.9585

The value obtained for the LUMO energy is -8.50 eV. The orbital gap comes out at 4.44 eV. Its net charge is +3. The value obtained for the energy relative to the best compared isomer or geometry (same formula, charge and spin) is 594.7 kJ/mol. The HOMO energy is -12.94 eV.

No. 3
The following is a quantum chemistry calculation of the ion C7H7F3NO4 with charge -1 in a non-equilibrium geometry, from the Open Molecules 2025 dataset.

Cartesian coordinates (Å):
C: -0.5602 0.8026 0.0342
C: 0.3046 -1.3759 0.8471
C: 2.4899 -1.3749 -0.7304
C: -0.1711 2.1304 -0.8055
C: -0.7408 -2.2931 0.2957
C: 2.6433 0.7724 0.9666
C: 2.0083 0.1528 -0.2548
N: 0.4748 -0.0921 0.1299
O: 1.6266 -2.1520 -0.3745
O: -1.7262 0.5773 0.3858
O: 0.7628 -1.4184 1.9558
O: 3.5311 -1.5324 -1.3164
F: 4.0024 0.6479 0.8853
F: 2.5081 2.1357 0.8712
F: 2.2453 1.0511 -1.3235
H: -0.1456 1.7202 -1.7453
H: -1.0817 2.6097 -0.6433
H: 0.6491 2.6723 -0.3995
H: -1.7517 -2.2027 0.6460
H: -0.8901 -2.0874 -0.7529
H: -0.6426 -3.4774 0.2244
H: 2.2431 0.3380 1.9083

The value obtained for the LUMO energy is 3.60 eV. The SMILES is CC(=O)N(C(C)=O)[C@](F)(C(=O)[O-])C(F)F. The orbital gap comes out at 9.46 eV. Its net charge is -1. The value obtained for the energy relative to the best compared isomer or geometry (same formula, charge and spin) is 0.0 kJ/mol. The HOMO energy is -5.86 eV.

No. 4
The following is a quantum chemistry calculation of the ion C4H11N2O with charge -1, from the Open Molecules 2025 dataset.

Cartesian coordinates (Å):
C: 1.7628 1.1233 -0.1379
O: 2.9766 0.6322 0.1259
C: 0.6714 0.0281 -0.0081
C: -0.7254 0.5044 -0.2984
C: -1.8069 -0.4938 0.0214
N: -1.9306 -0.8252 1.4586
N: 1.0419 -1.1302 -0.8309
H: 1.4361 1.9745 0.5275
H: 1.6244 1.5440 -1.1780
H: 0.8001 -0.3113 1.0236
H: -0.8389 0.7584 -1.3652
H: -0.8733 1.4521 0.2315
H: -1.5965 -1.4142 -0.5237
H: -2.7834 -0.1352 -0.3033
H: -1.3271 -1.6130 1.6703
H: -1.5300 -0.0537 1.9878
H: 2.0389 -1.2171 -0.5976
H: 1.0600 -0.8233 -1.8033

The value obtained for the LUMO energy is 4.17 eV. The SMILES is NCC[C@@H](N)C[O-]. The orbital gap comes out at 6.76 eV. Its net charge is -1. The value obtained for the energy relative to the best compared isomer or geometry (same formula, charge and spin) is 56.9 kJ/mol. The HOMO energy is -2.59 eV.